## w
The following is a DFT calculation (wB97M-V/def2-TZVPD) of a 2-piece molecular cluster, C5H14 overall.

The geometry in XYZ format:
```
19
C5H14 | OMol25 | wB97M-V/def2-TZVPD
C 2.3079 -2.0330 -0.2603
C 0.8444 -2.1402 -0.7031
H 2.9524 -2.0886 -1.0548
H 2.5335 -1.1542 0.2659
H 2.6170 -2.8930 0.2871
H 0.2720 -2.7635 0.0788
H 0.8557 -2.9793 -1.4898
H 0.1744 -1.2827 -0.8987
C -1.1173 2.0061 0.7859
C -1.9775 0.7783 0.8931
C -0.2819 1.9807 -0.5710
H -1.7780 2.9905 0.7831
H -0.4963 2.1550 1.5628
H -2.5836 0.5935 -0.0739
H 0.5384 2.6534 -0.5531
H -2.6968 0.9966 1.8629
H -1.2719 -0.0842 1.1509
H 0.0676 1.0338 -0.6711
H -0.9597 2.2308 -1.3949
```

Calculated values
Structure (SMILES): CCC.CC
E_HOMO, eV: -11.04
Gap between HOMO and LUMO, eV: 12.118

## x
The following is a DFT calculation (wB97M-V/def2-TZVPD) of a 2-piece molecular cluster, C5H14 overall.

The geometry in XYZ format:
```
19
C5H14 | OMol25 | wB97M-V/def2-TZVPD
C 1.8012 -0.4218 -0.1413
C 0.8840 0.7975 -0.3766
C 3.0696 -0.2533 -0.9960
H 1.8767 -0.7160 0.9053
H 1.1897 -1.2630 -0.4765
H -0.2033 0.5659 -0.3617
H 2.7051 0.1331 -1.9454
H 3.7339 0.4524 -0.4652
H 1.0540 1.1892 -1.3711
H 0.9678 1.5039 0.4653
H 3.5340 -1.1812 -1.2584
C -2.5823 -0.4006 0.0231
C -2.5395 0.1400 1.4776
H -3.5374 -0.8870 -0.1872
H -2.5293 0.4686 -0.6257
H -1.8063 -1.1667 -0.0174
H -3.1003 -0.4267 2.2419
H -3.0314 1.1209 1.3881
H -1.4861 0.3449 1.7212
```

Calculated values
Structure (SMILES): CCC.CC
E_HOMO, eV: -10.99
Gap between HOMO and LUMO, eV: 12.144

Most stable = x

## w
The following is a DFT calculation (wB97M-V/def2-TZVPD) of a 2-piece molecular cluster, C5H14 overall.

The geometry in XYZ format:
```
19
C5H14 | OMol25 | wB97M-V/def2-TZVPD
C -2.0624 0.3052 0.6652
C -3.2902 1.1067 1.0746
H -1.6576 0.5784 -0.3057
H -1.2776 0.3452 1.4136
H -2.2962 -0.7678 0.6703
H -3.1122 2.1874 1.0918
H -3.6746 0.7547 2.0293
H -4.0494 1.0283 0.2984
C 2.0829 -0.4304 -1.1466
C 2.4932 0.4770 0.0028
C 1.0343 -1.4784 -0.7443
H 1.7113 0.1666 -1.9802
H 2.9718 -0.9090 -1.5694
H 3.1895 -0.0062 0.6811
H 1.6119 0.9259 0.4764
H 1.2019 -2.4209 -1.2732
H 1.1378 -1.7410 0.3105
H 2.9854 1.3741 -0.3794
H 0.0397 -1.1080 -0.9713
```

Calculated values
Structure (SMILES): CCC.CC
E_HOMO, eV: -11.41
Gap between HOMO and LUMO, eV: 12.535

## x
The following is a DFT calculation (wB97M-V/def2-TZVPD) of a 2-piece molecular cluster, C5H14 overall.

The geometry in XYZ format:
```
19
C5H14 | OMol25 | wB97M-V/def2-TZVPD
C -0.2227 2.4804 -1.0116
C -1.2441 2.6835 0.0834
H -0.3610 3.0791 -1.9096
H 0.7508 2.8508 -0.6573
H -0.0517 1.4124 -1.1379
H -1.4525 3.7037 0.4111
H -0.9315 2.2147 1.0202
H -2.1879 2.2238 -0.0840
C 0.8208 -1.4593 0.6530
C -0.3925 -2.2092 1.1553
C 1.2392 -1.7879 -0.7789
H 0.6511 -0.3892 0.7928
H 1.7070 -1.7300 1.2226
H -0.3822 -2.3412 2.2332
H 0.3144 -1.9167 -1.3560
H 1.8425 -1.0511 -1.2988
H -0.4661 -3.1986 0.6971
H -1.3018 -1.7736 0.7765
H 1.6682 -2.7917 -0.8110
```

Calculated values
Structure (SMILES): CCC.CC
E_HOMO, eV: -11.28
Gap between HOMO and LUMO, eV: 12.371

Most stable = w

## w
The following is a DFT calculation (wB97M-V/def2-TZVPD) of a 2-piece molecular cluster, C5H14 overall.

The geometry in XYZ format:
```
19
C5H14 | OMol25 | wB97M-V/def2-TZVPD
C -0.2556 2.3784 0.2419
C 1.1981 2.8033 -0.1584
H -0.8830 3.0164 -0.5170
H -0.1371 1.1990 0.0468
H -0.5625 2.3706 1.2437
H 1.3359 3.7502 -0.7240
H 1.5760 2.0618 -0.6911
H 1.6839 2.7775 0.8235
C -0.2038 -1.2661 0.1132
C 0.1932 -2.5166 0.8651
C -1.0406 -1.5858 -1.0767
H 0.8169 -0.8727 -0.1919
H -0.6667 -0.5938 0.7775
H 0.4918 -3.3519 0.2365
H 1.1377 -2.1493 1.3471
H -0.6338 -2.4099 -1.5508
H -1.5356 -0.7602 -1.5934
H -0.5071 -2.8954 1.5790
H -2.0077 -1.9554 -0.7711
```

Calculated values
Structure (SMILES): CCC.CC
E_HOMO, eV: -10.81
Gap between HOMO and LUMO, eV: 11.910

## x
The following is a DFT calculation (wB97M-V/def2-TZVPD) of a 2-piece molecular cluster, C5H14 overall.

The geometry in XYZ format:
```
19
C5H14 | OMol25 | wB97M-V/def2-TZVPD
C -0.6738 3.4699 -1.1925
C -1.5834 2.2190 -0.8540
H 0.3892 3.1753 -1.1322
H -0.9771 3.5940 -2.2864
H -0.9060 4.3571 -0.6441
H -1.0250 1.3105 -0.9278
H -2.5102 2.3086 -1.3851
H -2.0371 2.1416 0.1498
C 1.0312 -2.3139 0.2719
C 1.4530 -0.8750 0.5308
C -0.0874 -2.7377 1.2481
H 0.7970 -2.6111 -0.7454
H 1.9149 -2.9082 0.6153
H 2.1790 -0.8423 1.3775
H 0.3202 -3.5495 1.8884
H -0.3679 -1.9600 1.9815
H -0.9917 -3.0038 0.6568
H 1.8562 -0.4498 -0.3706
H 0.5924 -0.2934 0.8621
```

Calculated values
Structure (SMILES): CCC.CC
E_HOMO, eV: -11.12
Gap between HOMO and LUMO, eV: 12.188

Most stable = x

## w
The following is a DFT calculation (wB97M-V/def2-TZVPD) of a 2-piece molecular cluster, C5H14 overall.

The geometry in XYZ format:
```
19
C5H14 | OMol25 | wB97M-V/def2-TZVPD
C 2.6036 -1.2549 0.3079
C 2.0993 0.2276 0.0740
H 1.9663 -1.7571 0.9985
H 2.8616 -1.8413 -0.5945
H 3.5124 -1.0222 0.8538
H 2.8204 0.6496 -0.6562
H 2.2328 0.9105 0.9362
H 1.1018 0.2679 -0.4393
C -1.2628 0.7478 -0.3415
C -2.7717 1.0532 -0.2029
C -1.0707 -0.7132 0.0444
H -0.9384 0.9374 -1.3642
H -0.6222 1.3245 0.3621
H -3.1192 1.1950 0.8003
H -3.3754 0.2521 -0.5575
H -0.3318 -1.2513 -0.6819
H -0.7249 -0.5147 1.1883
H -2.9242 2.0604 -0.7260
H -2.0570 -1.2712 -0.0013
```

Calculated values
Structure (SMILES): CCC.CC
E_HOMO, eV: -10.89
Gap between HOMO and LUMO, eV: 12.011

## x
The following is a DFT calculation (wB97M-V/def2-TZVPD) of a 2-piece molecular cluster, C5H14 overall.

The geometry in XYZ format:
```
19
C5H14 | OMol25 | wB97M-V/def2-TZVPD
C -1.8579 0.9092 1.5473
C -0.6907 1.1383 0.5641
C -1.6212 -0.2748 2.4516
H -1.8773 1.8187 2.1479
H -2.7263 0.6460 0.9393
H -0.6361 0.3787 -0.2112
H -0.7438 -0.2636 3.1015
H -2.4569 -0.5467 3.1008
H -1.5195 -1.1821 1.8269
H -0.7352 2.1439 0.1400
H 0.2577 1.0223 1.0996
C 2.3307 -1.0098 -1.5954
C 1.3661 -0.4573 -2.6442
H 2.9538 -1.8448 -1.8852
H 2.8818 -0.1598 -1.1880
H 1.8135 -1.3440 -0.6824
H 0.6411 -1.1567 -3.0755
H 1.9661 -0.0473 -3.4589
H 0.6543 0.2297 -2.1783
```

Calculated values
Structure (SMILES): CCC.CC
E_HOMO, eV: -11.36
Gap between HOMO and LUMO, eV: 12.472

## y
The following is a DFT calculation (wB97M-V/def2-TZVPD) of a 2-piece molecular cluster, C5H14 overall.

The geometry in XYZ format:
```
19
C5H14 | OMol25 | wB97M-V/def2-TZVPD
C 0.8923 0.1884 1.3713
C -0.6530 0.4065 1.4931
C 1.2939 -0.8403 2.3999
H 1.0883 -0.2720 0.4047
H 1.3516 1.2220 1.4147
H -0.8124 1.1476 2.2534
H 2.2593 -1.4861 2.0368
H 1.5428 -0.3340 3.2519
H -1.1732 -0.4831 1.6658
H -1.1666 0.7790 0.5873
H 0.3922 -1.4462 2.7111
C -1.1611 -0.1865 -2.1673
C -0.0336 0.4326 -2.8014
H -0.9962 -1.2169 -1.7259
H -1.3778 0.1847 -1.2152
H -2.0817 -0.1278 -2.7946
H 0.8684 0.7854 -2.1704
H 0.2042 -0.1942 -3.7199
H -0.4375 1.4409 -2.9953
```

Calculated values
Structure (SMILES): CCC.CC
E_HOMO, eV: -11.04
Gap between HOMO and LUMO, eV: 12.170

Most stable = x